Entry 1:
21
Properties=species:S:1:pos:R:3:nbo_charge:R:1 method="wB97M-V/def2-TZVPD" gap_ev=6.99 total_energy_ev=-8949.2806 e_above_lowest_kcal_mol=8.6 lumo_ev=4.3 total_charge=-1
C -2.187 0.046 1.436 -0.621
C -1.787 1.263 0.607 -0.398
C -0.486 1.872 1.113 -0.612
H -1.448 -0.728 1.209 0.261
H -3.169 -0.361 1.178 0.181
H -2.164 0.248 2.514 0.166
H -2.586 2.016 0.649 0.152
H -1.646 0.925 -0.418 0.248
H -0.270 2.812 0.596 0.181
H -0.556 2.089 2.187 0.165
H 0.319 1.155 0.948 0.256
C 2.595 -0.461 -1.368 -0.426
N 1.847 -1.673 -1.714 -0.684
C 0.653 -1.785 -0.793 0.129
O 0.002 -0.640 -0.563 -0.975
H 1.963 0.431 -1.340 0.196
H 3.412 -0.323 -2.086 0.157
H 3.043 -0.606 -0.380 0.169
H 1.423 -1.482 -2.620 0.320
H 1.031 -2.255 0.148 0.064
H 0.011 -2.544 -1.305 0.071

***

Entry 2:
58
Properties=species:S:1:pos:R:3:nbo_charge:R:1 method="wB97M-V/def2-TZVPD" smiles="CCOC(=O)N1CCC(N(C(=O)Nc2cccc(OC)c2)[C@@H](C)CC)CC1" gap_ev=8.61 total_energy_ev=-33904.7962 e_above_lowest_kcal_mol=2.8 lumo_ev=0.7
C -4.659 -3.949 0.897 -0.636
C -3.431 -3.163 1.330 -0.068
O -3.572 -1.769 1.059 -0.528
C -3.324 -1.390 -0.212 0.893
O -2.933 -2.137 -1.079 -0.666
N -3.595 -0.073 -0.413 -0.452
C -3.744 0.863 0.678 -0.221
C -2.373 1.423 1.114 -0.421
C -1.366 1.235 -0.037 -0.017
N -0.108 1.928 0.162 -0.480
C 1.108 1.283 0.152 0.807
O 2.094 1.750 0.689 -0.663
N 1.127 0.097 -0.548 -0.645
C 2.124 -0.881 -0.583 0.272
C 1.884 -2.013 -1.357 -0.306
C 2.833 -3.017 -1.419 -0.175
C 4.017 -2.909 -0.719 -0.291
C 4.261 -1.778 0.060 0.335
O 5.453 -1.754 0.717 -0.493
C 5.759 -0.631 1.509 -0.252
C 3.314 -0.764 0.128 -0.386
C -0.134 3.352 0.505 -0.020
C 0.158 3.588 1.989 -0.622
C 0.837 4.166 -0.362 -0.413
C 0.574 4.019 -1.855 -0.604
C -2.060 1.592 -1.362 -0.436
C -3.145 0.540 -1.648 -0.224
H -4.776 -3.884 -0.182 0.225
H -4.540 -4.992 1.176 0.217
H -5.551 -3.551 1.375 0.208
H -3.284 -3.222 2.411 0.188
H -2.542 -3.538 0.813 0.201
H -4.387 1.670 0.318 0.195
H -4.243 0.365 1.508 0.238
H -2.487 2.474 1.373 0.210
H -2.006 0.892 1.993 0.217
H -1.144 0.163 -0.054 0.208
H 0.344 -0.115 -1.147 0.395
H 0.955 -2.109 -1.902 0.206
H 2.643 -3.894 -2.019 0.214
H 4.766 -3.683 -0.758 0.222
H 6.749 -0.822 1.921 0.197
H 5.783 0.287 0.914 0.180
H 5.042 -0.510 2.327 0.178
H 3.475 0.122 0.715 0.263
H -1.147 3.699 0.276 0.192
H -0.520 3.016 2.616 0.203
H 0.047 4.644 2.225 0.205
H 1.176 3.281 2.209 0.241
H 1.856 3.857 -0.137 0.233
H 0.730 5.214 -0.077 0.201
H -0.449 4.298 -2.101 0.194
H 1.248 4.660 -2.417 0.215
H 0.742 2.993 -2.174 0.201
H -2.503 2.586 -1.284 0.201
H -1.337 1.615 -2.177 0.223
H -4.003 0.998 -2.151 0.197
H -2.761 -0.263 -2.280 0.242